Record 1
15
Properties=species:S:1:pos:R:3:nbo_charge:R:1 method="wB97M-V/def2-TZVPD" smiles="C=C(SCl)[n+]1cc[nH]c1" de_lowest_kcal_mol=0.0 gap_ev=8.776 total_charge=+1 largest_force_ha_per_bohr=0.0616
N -0.072 0.064 0.090 -0.34
C 0.787 1.159 -0.012 0.02
H -1.291 -2.580 1.276 0.47
H 1.325 3.077 -0.095 0.24
S 2.597 0.739 0.619 0.27
N -0.984 -1.750 0.764 -0.46
H -0.469 2.965 -0.628 0.26
C -0.091 -0.805 1.108 0.26
C -1.065 -0.247 -0.820 -0.04
H -1.151 0.158 -1.791 0.26
Cl 2.952 -0.909 -0.442 -0.11
C 0.441 2.458 -0.236 -0.34
H -2.205 -2.026 -1.099 0.28
H 0.800 -0.900 1.682 0.27
C -1.575 -1.403 -0.417 -0.03

***

Record 2
13
Properties=species:S:1:pos:R:3:nbo_charge:R:1 method="wB97M-V/def2-TZVPD" s_squared=2.01 gap_ev="7.139 / 6.294" total_charge=0 largest_force_ha_per_bohr=0.0600 multiplicity=3
C 0.017 0.549 0.548 -0.27
H -0.673 1.121 1.182 0.20
O 0.697 -1.763 0.488 -0.29
O -0.068 -0.818 1.224 -0.30
H -0.402 0.410 -0.462 0.18
H -1.026 -2.905 0.358 0.18
O 0.118 3.073 -0.501 -0.76
C -0.190 -2.562 -0.266 -0.27
H -0.829 3.081 -0.710 0.47
Ag 1.444 4.419 -0.714 0.30
H 1.079 0.832 0.593 0.20
H 0.405 -3.422 -0.599 0.20
H -0.571 -2.014 -1.142 0.16